{
  "formula": "C32H41N6O7S2",
  "method": "the ωB97M-V functional and the def2-TZVPD basis",
  "symbols": ["C", "C", "C", "N", "C", "C", "O", "O", "C", "C", "C", "C", "S", "C", "S", "N", "C", "C", "C", "C", "C", "C", "C", "C", "C", "C", "C", "C", "C", "O", "O", "O", "C", "C", "C", "C", "C", "C", "C", "H", "H", "H", "H", "H", "H", "H", "H", "H", "H", "H", "H", "H", "H", "H", "H", "H", "H", "H", "H", "H", "H", "H", "H", "H", "H", "H", "H", "H", "H", "H", "H", "H", "C", "O", "N", "N", "H", "H", "H", "H", "C", "O", "N", "N", "H", "H", "H", "H"],
  "coordinates": [[0.792313, -0.604301, 2.743310], [1.992945, -0.587022, 1.767338], [3.091725, 0.308823, 2.406593], [2.787927, 1.730652, 2.098691], [2.925678, 2.465497, 3.354673], [1.703673, 2.262187, 4.251593], [1.806768, 1.666301, 5.306499], [0.498597, 2.722962, 3.837886], [3.733621, 2.236765, 1.094912], [3.675364, 1.462323, -0.248415], [2.401554, 1.787161, -1.056383], [1.784453, 0.563284, -1.772986], [0.142464, 1.049778, -2.408857], [-1.045917, -0.167669, -1.872291], [-0.708792, -1.748536, -2.155468], [-2.281897, 0.163914, -1.249886], [-2.338004, -0.064699, 0.178209], [-2.632941, -1.358845, 0.595655], [-2.711331, -1.679154, 1.922654], [-2.533199, -0.719924, 2.907657], [-2.253372, 0.563962, 2.494122], [-2.138091, 0.882949, 1.159579], [-2.844667, 1.424297, -1.685894], [-2.329519, 2.682346, -1.454393], [-2.910953, 3.847007, -1.904392], [-4.090917, 3.753238, -2.614160], [-4.640960, 2.506617, -2.826090], [-4.040333, 1.352342, -2.384785], [3.463984, 3.730489, 0.711126], [4.396392, 4.295763, 0.083023], [2.366517, 4.248870, 1.010000], [2.493414, -1.880855, 1.492747], [1.636289, -2.630473, 0.630805], [2.513073, -3.377328, -0.365226], [3.701526, -2.809108, -0.782615], [4.546257, -3.452861, -1.659957], [4.213379, -4.708344, -2.139779], [3.020858, -5.270734, -1.741818], [2.177724, -4.620769, -0.868314], [0.302918, 0.369019, 2.633716], [1.109903, -0.651401, 3.793231], [0.089906, -1.419688, 2.539589], [1.648179, -0.034130, 0.880952], [4.047519, -0.017605, 1.962698], [3.134179, 0.108230, 3.481279], [3.029117, 3.550403, 3.222433], [3.805720, 2.134683, 3.930842], [0.483434, 2.659331, 2.866338], [4.768109, 2.109068, 1.465970], [4.519329, 1.868898, -0.821767], [3.873482, 0.388961, -0.129904], [2.626816, 2.548413, -1.814025], [1.611079, 2.234419, -0.436943], [1.789783, -0.354910, -1.181028], [2.399695, 0.358649, -2.661503], [-2.779094, -2.128260, -0.157470], [-2.944867, -2.695871, 2.263932], [-2.586210, -0.951560, 3.966378], [-2.120474, 1.315078, 3.272059], [-1.885111, 1.906237, 0.899854], [-1.393716, 2.759556, -0.903905], [-2.404238, 4.782731, -1.686871], [-4.535323, 4.675765, -2.980263], [-5.586415, 2.486763, -3.367719], [-4.533596, 0.406012, -2.590800], [1.097215, -3.364549, 1.249308], [0.938748, -1.935581, 0.142946], [4.022369, -1.838852, -0.415013], [5.467697, -2.957569, -1.957022], [4.894735, -5.218799, -2.816851], [2.741546, -6.260508, -2.099825], [1.244848, -5.097034, -0.570714], [-4.462161, -5.129300, 3.807279], [-3.956324, -4.023678, 3.783384], [-3.803749, -6.247935, 3.376459], [-5.732426, -5.346080, 4.266927], [-4.201359, -7.167134, 3.386964], [-2.869402, -6.124334, 3.032536], [-6.243639, -4.546000, 4.590138], [-6.168297, -6.247353, 4.295283], [-1.881811, 3.571914, -6.030380], [-2.244558, 2.852282, -5.123926], [-0.579957, 3.964469, -6.180036], [-2.745604, 4.054858, -6.982040], [-0.257693, 4.558447, -6.919175], [0.078480, 3.630019, -5.499547], [-3.708237, 3.786738, -6.901837], [-2.466149, 4.650285, -7.737292]],
  "forces_ev_per_angstrom": [[0.40, 0.20, -0.21], [-0.47, 0.89, 1.64], [-0.44, -0.84, -1.23], [0.51, -0.55, 0.71], [-0.21, 0.71, 0.35], [0.54, -1.16, 0.78], [-0.36, 0.87, -0.51], [0.33, -0.51, -0.25], [-0.13, -0.02, -0.64], [0.15, 0.68, -0.14], [-0.82, -0.45, 0.01], [0.92, 0.05, -0.63], [-0.69, 0.60, 0.28], [0.36, -1.47, -0.06], [0.14, 0.15, 0.28], [0.97, 1.79, -0.15], [-0.14, -1.17, 0.09], [0.01, -0.36, -0.88], [-0.30, -1.06, 1.30], [-0.03, 0.14, -0.28], [-0.19, 0.21, 1.09], [0.23, 1.19, -0.54], [-0.88, -0.21, -0.32], [1.57, -0.01, 0.92], [0.02, -0.12, -0.01], [0.37, 0.74, 0.20], [-1.02, 0.62, -0.61], [-0.28, -0.38, -0.13], [0.54, 1.24, -0.26], [-0.13, -0.80, 0.26], [-0.20, -0.63, 0.31], [-0.09, 0.29, -0.39], [0.74, -0.25, 0.44], [-0.39, 0.46, 0.31], [0.48, 0.71, 0.07], [0.25, -0.03, -0.20], [0.51, 0.16, -0.29], [-0.14, -0.94, -0.34], [-0.56, 0.00, 0.31], [-0.18, -0.39, 0.03], [0.05, -0.28, -0.23], [0.02, 0.32, -0.09], [0.24, -0.53, -0.22], [-0.03, 0.29, 0.23], [-0.02, 0.18, -0.13], [-0.13, -0.27, -0.51], [-0.24, -0.01, -0.04], [0.31, 0.59, -0.05], [-0.17, 0.30, 0.02], [-0.05, -0.19, 0.21], [-0.33, 0.11, 0.04], [-0.01, -0.09, 0.21], [0.40, -0.10, 0.19], [-0.40, 0.20, -0.02], [-0.22, -0.23, 0.18], [-0.02, 0.18, 0.09], [0.10, 0.40, -0.42], [-0.07, -0.12, -0.17], [0.13, 0.09, -0.37], [-0.10, -0.16, 0.00], [-0.19, 0.04, -0.17], [-0.24, -0.03, -0.12], [-0.21, -0.31, -0.07], [0.18, -0.33, 0.07], [0.31, -0.01, 0.14], [-0.23, 0.20, -0.32], [-0.05, -0.39, -0.05], [-0.29, -0.12, 0.12], [-0.10, -0.17, 0.00], [-0.22, -0.04, 0.09], [0.06, 0.17, 0.00], [0.12, 0.09, 0.01], [0.02, -0.02, -0.02], [-0.05, -0.08, 0.08], [0.12, -0.05, -0.05], [-0.13, 0.05, 0.07], [-0.03, 0.02, 0.01], [-0.02, 0.02, 0.01], [0.03, 0.00, -0.02], [0.03, -0.01, -0.02], [0.14, 0.00, 0.05], [-0.10, -0.06, -0.06], [0.12, -0.01, 0.02], [-0.13, 0.02, -0.07], [-0.03, 0.01, 0.01], [-0.04, 0.00, 0.02], [0.02, -0.01, 0.03], [0.04, 0.00, 0.02]],
  "mulliken_charge": [-1.0417, 2.8423, -2.5057, 1.4104, -0.6782, 0.5116, -0.6200, -0.5246, -0.6400, -0.3889, -0.7904, 0.2057, 0.0264, 0.0691, -0.2085, 0.5355, 0.0994, -0.2483, -0.5482, -0.5147, -0.8750, 0.2777, -0.5254, 0.8292, -1.2761, -0.4227, -0.5803, -0.2323, 0.2544, -0.8169, -0.6676, -0.6112, 0.5721, 0.1023, -0.1395, -0.6825, -0.4353, -0.5632, -0.4225, -0.0988, 0.1547, 0.2879, -0.7824, 0.0222, 0.7356, 0.4801, 0.3844, 0.3196, 0.3824, 0.7265, -0.5164, 0.6228, 0.2038, -0.3318, 0.4545, 0.4270, 0.3792, 0.4831, 0.2069, 0.2879, 0.0965, 0.4291, 0.3983, 0.3428, 0.4638, 0.5200, -0.4030, 0.0608, 0.4105, 0.3684, 0.3599, 0.3676, 0.6262, -0.6091, -0.3777, -0.4152, 0.1596, 0.2176, 0.2213, 0.1537, 0.5757, -0.5174, -0.3649, -0.4193, 0.1519, 0.2177, 0.2182, 0.1415],
  "lumo_energy_ev": 1.857,
  "homo_energy_ev": -4.88,
  "homo_lumo_gap_ev": 6.735,
  "total_charge": -1,
  "energy_ha": -2895.68076,
  "mol_weight_g_mol": 685.8,
  "spin_multiplicity": 1
}